Record 1
77
Properties=species:S:1:pos:R:3:mulliken_charge:R:1 method="wB97M-V/def2-TZVPD" lumo_energy_ev=2.233 largest_force_ev_per_a=1.392 spin_multiplicity=1 charge=-1 de_lowest_ev=1.475 e_tot_ev=-143405.1954 orbital_gap_ev=6.179
Ba -0.82 -0.84 0.10 2.0955
N 2.47 -0.96 -3.70 0.1010
C 1.37 -0.73 -2.93 -1.0880
N 1.32 -0.90 -1.67 0.4141
C 2.51 -1.27 -0.92 0.0528
N 2.80 -0.40 0.13 -1.4576
N 1.70 0.07 0.68 0.9676
C 1.90 0.88 1.69 -1.2424
C 0.79 1.50 2.37 1.0611
C 1.03 2.35 3.46 -0.9618
C -0.02 2.95 4.12 -0.2263
C -1.31 2.71 3.67 -0.8895
C -1.47 1.88 2.58 -0.2718
N -0.47 1.27 1.93 0.0199
C 3.71 -1.62 -1.76 0.4369
C 4.89 -2.07 -1.18 -0.3721
C 5.98 -2.39 -1.97 -0.9679
C 5.91 -2.25 -3.35 -0.4723
C 4.74 -1.78 -3.94 -0.9820
C 3.65 -1.46 -3.14 0.3838
H 2.41 -0.83 -4.70 0.2502
H 0.48 -0.40 -3.46 0.3888
H 2.91 1.10 2.04 0.2432
H 2.06 2.50 3.79 0.3630
H 0.16 3.58 4.98 0.4069
H -2.18 3.14 4.15 0.4084
H -2.46 1.66 2.21 0.4643
H 4.92 -2.17 -0.11 0.5777
H 6.89 -2.74 -1.50 0.4009
H 6.75 -2.50 -3.97 0.4017
H 4.68 -1.67 -5.01 0.3777
Br -3.28 -4.44 0.33 -0.1084
C -3.87 -3.37 -1.11 -0.0752
C -5.02 -3.71 -1.81 -0.4889
C -5.37 -2.90 -2.88 -0.3046
C -4.58 -1.81 -3.21 -0.7045
C -3.47 -1.54 -2.41 0.5845
N -3.13 -2.32 -1.39 0.1422
C -2.56 -0.34 -2.65 0.3118
O -2.15 -0.18 -3.81 -0.7315
O -2.28 0.31 -1.61 -0.8946
H -5.60 -4.57 -1.52 0.4273
H -6.26 -3.13 -3.46 0.3921
H -4.80 -1.17 -4.05 0.4445
F -0.63 0.18 7.41 -0.3730
C -0.71 -0.36 6.17 0.8243
C -1.88 -0.29 5.45 0.1171
F -2.94 0.35 5.97 -0.4111
C -1.96 -0.84 4.18 0.3778
F -3.12 -0.69 3.50 -0.4521
C -0.88 -1.48 3.55 0.2803
O -0.93 -1.96 2.36 -0.8874
C 0.29 -1.54 4.34 0.3059
F 1.38 -2.12 3.82 -0.3550
C 0.38 -0.99 5.60 0.0177
F 1.53 -1.06 6.29 -0.3630
C 3.17 -8.07 -3.89 -1.5335
C 2.87 -6.92 -2.97 0.7061
C 1.90 -5.98 -3.28 -1.1189
C 1.60 -4.92 -2.43 1.1854
C 0.53 -3.95 -2.87 -1.2743
C 2.29 -4.78 -1.22 -0.3158
Te 1.88 -3.24 0.18 0.5190
C 3.29 -5.72 -0.89 1.2399
C 4.09 -5.64 0.38 -1.6818
C 3.55 -6.77 -1.77 -0.9829
H 2.60 -8.00 -4.81 0.3389
H 2.93 -9.02 -3.41 0.3271
H 4.23 -8.09 -4.15 0.3393
H 1.35 -6.08 -4.21 0.2931
H -0.12 -4.41 -3.62 0.5058
H 0.99 -3.07 -3.32 0.1216
H -0.08 -3.62 -2.03 0.1222
H 4.45 -4.63 0.56 0.2576
H 4.94 -6.32 0.33 0.3708
H 3.48 -5.91 1.24 0.2990
H 4.33 -7.49 -1.51 0.3214

Record 2
74
Properties=species:S:1:pos:R:3:mulliken_charge:R:1 method="wB97M-V/def2-TZVPD" lumo_energy_ev=-0.720 largest_force_ev_per_a=0.996 spin_multiplicity=1 charge=0 de_lowest_ev=0.201 e_tot_ev=-84970.1051 orbital_gap_ev=7.173
In 0.41 -0.38 0.00 2.2282
O 2.84 4.14 2.46 -0.6836
C 2.32 3.48 3.51 0.3786
C 2.47 4.07 4.77 -0.6846
C 1.99 3.43 5.90 -0.3246
C 1.32 2.21 5.80 -0.8427
C 1.13 1.65 4.55 -0.0938
C 1.63 2.26 3.40 0.0247
C 1.39 1.59 2.10 0.9851
O 0.39 0.86 1.95 -0.5691
N 2.34 1.81 1.16 -1.8456
N 2.17 1.05 0.09 0.7713
C 2.93 1.16 -0.93 -0.7995
C 2.71 0.29 -2.06 1.0386
C 3.47 0.42 -3.23 -1.1240
C 3.21 -0.41 -4.30 -0.3710
C 2.23 -1.38 -4.18 -1.1100
C 1.53 -1.47 -2.99 -0.1842
N 1.76 -0.65 -1.96 0.2990
H 2.80 3.56 1.68 0.4897
H 2.97 5.02 4.83 0.4294
H 2.15 3.88 6.87 0.3715
H 0.95 1.71 6.68 0.4410
H 0.59 0.72 4.45 0.3040
H 3.71 1.91 -0.97 0.3505
H 4.23 1.19 -3.29 0.4790
H 3.77 -0.31 -5.22 0.4411
H 2.00 -2.06 -4.99 0.4805
H 0.75 -2.20 -2.84 0.5523
O -2.61 2.09 -0.48 -0.8012
S -1.45 1.71 -1.22 1.4670
O -0.16 2.21 -0.79 -0.7814
N -1.22 0.11 -1.30 0.2379
C -2.23 -0.81 -1.53 0.9738
C -3.51 -0.52 -1.95 -1.0210
C -4.44 -1.55 -2.17 -1.0618
C -4.13 -2.86 -1.96 -0.9760
C -2.83 -3.20 -1.52 0.5838
C -2.42 -4.52 -1.25 -0.6580
C -1.14 -4.77 -0.82 -1.2190
C -0.26 -3.69 -0.68 -0.4381
N -0.60 -2.45 -0.94 0.1426
C -1.87 -2.18 -1.33 0.4427
C -1.65 2.20 -2.92 -0.0623
C -0.71 1.77 -3.84 -0.0123
C -0.85 2.13 -5.17 -0.7062
C -1.93 2.91 -5.57 -0.4306
C -2.87 3.33 -4.64 -0.7341
C -2.73 2.97 -3.30 -0.1474
H -3.81 0.51 -2.07 0.3954
H -5.43 -1.28 -2.50 0.4033
H -4.86 -3.64 -2.12 0.4282
H -3.13 -5.33 -1.36 0.4426
H -0.81 -5.77 -0.59 0.4005
H 0.76 -3.84 -0.34 0.6236
H 0.12 1.16 -3.50 0.1406
H -0.12 1.80 -5.90 0.4341
H -2.04 3.18 -6.61 0.3856
H -3.71 3.94 -4.95 0.3930
H -3.45 3.29 -2.55 0.5156
Cl 0.62 -2.45 7.06 -0.2501
C 0.24 -2.13 5.40 0.1349
C -1.06 -1.68 5.06 -0.6643
C -1.39 -1.43 3.77 -0.6785
C -0.46 -1.61 2.70 0.3530
O -0.84 -1.43 1.49 -0.4567
C 0.87 -2.00 3.07 1.4233
C 1.93 -2.07 2.13 -0.5516
O 1.91 -1.80 0.92 -0.5675
C 1.18 -2.28 4.43 -1.0586
H -1.77 -1.52 5.86 0.4188
H -2.38 -1.08 3.51 0.4369
H 2.90 -2.40 2.55 0.2658
H 2.19 -2.58 4.68 0.4020

Record 3
70
Properties=species:S:1:pos:R:3:nbo_charge:R:1 method="wB97M-V/def2-TZVPD" lumo_energy_ev=3.656 largest_force_ev_per_a=0.672 spin_multiplicity=1 charge=-2 de_lowest_ev=0.587 e_tot_ev=-194893.8614 orbital_gap_ev=3.513
Ga -1.42 0.71 -0.30 1.1743
C -1.42 2.07 3.19 -0.6970
C -1.79 0.63 3.17 0.1235
N -2.11 -0.01 2.09 -0.4331
C -2.29 -1.35 2.32 0.0947
C -2.13 -1.74 3.62 -0.4390
S -1.71 -0.38 4.57 0.3968
C -2.56 -2.20 1.17 0.1332
C -2.87 -3.52 1.20 -0.4540
S -3.03 -4.12 -0.39 0.3851
C -2.68 -2.54 -1.02 0.1153
N -2.46 -1.65 -0.10 -0.4300
C -2.61 -2.31 -2.48 -0.6748
H -0.68 2.21 2.38 0.3284
H -1.01 2.37 4.15 0.1976
H -2.29 2.68 2.94 0.2370
H -2.18 -2.74 4.02 0.2303
H -3.00 -4.15 2.07 0.2311
H -2.87 -3.22 -3.03 0.2051
H -1.59 -2.02 -2.75 0.2662
H -3.27 -1.50 -2.77 0.2667
S -2.05 0.91 -2.76 -0.3090
C -2.48 2.58 -2.58 -0.1719
C -2.26 3.49 -3.61 -0.1271
C -2.66 4.82 -3.51 -0.2038
C -2.44 5.71 -4.61 0.3243
N -2.28 6.42 -5.49 -0.3822
C -3.28 5.27 -2.33 -0.1876
C -3.48 4.38 -1.28 -0.1668
C -3.10 3.04 -1.38 -0.1759
S -3.42 1.94 -0.06 -0.2696
C -3.71 6.62 -2.19 0.3112
N -4.07 7.71 -2.06 -0.3815
H -1.78 3.15 -4.51 0.2174
H -3.94 4.72 -0.37 0.2209
C 0.25 1.17 0.34 -1.8884
Ge 1.51 -0.20 0.28 1.4932
C 1.57 -1.55 -1.21 -0.3067
C 0.99 -1.22 -2.44 -0.2579
C 1.03 -2.09 -3.52 -0.2281
C 1.66 -3.32 -3.41 -0.2521
C 2.26 -3.67 -2.20 -0.2412
C 2.22 -2.79 -1.13 -0.2419
C 1.45 -1.31 1.96 -0.4015
C 0.99 -2.63 2.03 -0.2381
C 0.80 -3.27 3.25 -0.2351
C 1.06 -2.61 4.44 -0.2651
C 1.50 -1.29 4.40 -0.2514
C 1.68 -0.66 3.18 -0.1610
C 3.40 0.46 0.25 -0.2966
C 4.40 0.05 1.13 -0.2571
C 5.68 0.59 1.07 -0.2262
C 5.98 1.55 0.12 -0.2576
C 5.00 1.98 -0.76 -0.2186
C 3.72 1.44 -0.69 -0.2337
H 0.49 -0.26 -2.53 0.2500
H 0.58 -1.79 -4.46 0.1994
H 1.69 -4.00 -4.25 0.1883
H 2.76 -4.62 -2.10 0.1878
H 2.72 -3.06 -0.20 0.2020
H 0.76 -3.16 1.11 0.2075
H 0.43 -4.29 3.26 0.1880
H 0.90 -3.11 5.39 0.1885
H 1.69 -0.76 5.32 0.1923
H 1.99 0.38 3.17 0.2074
H 4.18 -0.71 1.87 0.2057
H 6.44 0.26 1.77 0.1855
H 6.98 1.98 0.08 0.1866
H 5.22 2.74 -1.50 0.1911
H 2.94 1.79 -1.36 0.2292